(1)
{"formula": "C33H49BN10O3S4Sc", "method": "the ωB97M-V functional and the def2-TZVPD basis", "symbols": ["Sc", "C", "C", "C", "C", "N", "C", "C", "N", "B", "N", "C", "C", "N", "C", "S", "C", "C", "C", "C", "N", "C", "C", "N", "C", "S", "C", "C", "C", "C", "C", "S", "H", "H", "H", "H", "H", "H", "H", "H", "H", "H", "H", "H", "H", "H", "H", "H", "H", "H", "H", "H", "H", "H", "H", "H", "H", "H", "H", "H", "H", "H", "H", "H", "H", "H", "C", "C", "N", "N", "C", "S", "N", "N", "H", "H", "H", "H", "H", "H", "C", "O", "C", "C", "C", "C", "C", "C", "O", "C", "O", "C", "H", "H", "H", "H", "H", "H", "H", "H", "H"], "xyz": [[0.9625, -0.1451, -0.2397], [3.0200, -1.7753, 3.3969], [1.7860, -2.6184, 3.6877], [1.7913, -3.8441, 2.7750], [1.8249, -3.0175, 5.1639], [0.4770, -1.9107, 3.4462], [-0.7037, -2.5529, 3.7847], [-1.7182, -1.7338, 3.4649], [-1.1811, -0.5895, 2.9174], [-2.1811, 0.4546, 2.3797], [-2.9380, -0.0124, 1.1004], [-4.1647, 0.5660, 0.8446], [-4.5434, 0.2020, -0.3909], [-3.5462, -0.6091, -0.9120], [-2.5673, -0.7219, 0.0184], [-1.1236, -1.6690, -0.0792], [-3.6833, -1.1243, -2.3170], [-2.4610, -1.8774, -2.8248], [-4.8926, -2.0580, -2.3477], [-3.8911, 0.0944, -3.2214], [-1.6739, 1.9120, 2.1543], [-1.8356, 2.8325, 3.1677], [-1.6549, 4.0614, 2.6580], [-1.3633, 3.9124, 1.3098], [-1.3477, 2.5740, 1.0269], [-0.9538, 1.8697, -0.5034], [-1.4120, 5.0498, 0.3249], [-1.5818, 6.3610, 1.0911], [-2.6199, 4.8701, -0.5907], [-0.1002, 5.1318, -0.4482], [0.1562, -0.7224, 2.8784], [1.2344, 0.4891, 2.2650], [3.8762, -2.3847, 3.6920], [3.0389, -0.8566, 3.9805], [3.1286, -1.5222, 2.3467], [2.7340, -4.3799, 2.9006], [1.6964, -3.5318, 1.7359], [0.9777, -4.5321, 3.0090], [2.7668, -3.5277, 5.3648], [1.0219, -3.6965, 5.4450], [1.7729, -2.1343, 5.8018], [-0.7136, -3.5230, 4.2424], [-2.7796, -1.8530, 3.5909], [-3.0248, 0.5548, 3.2343], [-4.6596, 1.1773, 1.5789], [-5.4407, 0.4244, -0.9359], [-2.2526, -2.7825, -2.2618], [-1.5682, -1.2554, -2.8126], [-2.6829, -2.1529, -3.8578], [-4.7296, -2.9122, -1.6896], [-5.0414, -2.4285, -3.3623], [-5.8083, -1.5529, -2.0407], [-3.0573, 0.7905, -3.1140], [-4.8163, 0.6275, -3.0074], [-3.9393, -0.2382, -4.2587], [-2.0834, 2.5204, 4.1664], [-1.7056, 5.0183, 3.1371], [-2.5330, 6.4072, 1.6210], [-1.5706, 7.1742, 0.3663], [-0.7664, 6.5393, 1.7934], [-3.5323, 4.8160, 0.0056], [-2.5412, 3.9733, -1.1998], [-2.6980, 5.7339, -1.2524], [0.7342, 5.2325, 0.2473], [-0.1162, 6.0168, -1.0867], [0.0418, 4.2587, -1.0779], [3.5731, 4.9025, -0.2123], [4.1562, 3.5436, -0.2626], [5.4173, 3.2720, -0.2767], [5.4781, 1.9055, -0.3101], [4.2810, 1.3121, -0.3192], [3.8590, -0.2985, -0.3774], [3.4209, 2.3727, -0.2878], [2.0443, 2.1852, -0.2997], [4.3833, 5.6252, -0.2559], [3.0207, 5.0530, 0.7165], [2.8919, 5.0739, -1.0468], [6.3656, 1.4346, -0.3235], [1.6261, 2.5881, -1.1314], [1.6134, 2.6037, 0.5194], [2.7718, -6.7606, -1.2272], [2.4994, -6.1990, -2.5068], [2.1562, -4.9074, -2.5694], [1.9055, -4.4225, -3.8760], [1.5540, -3.1231, -4.0392], [1.4210, -2.2192, -2.9433], [1.1019, -0.8582, -3.1830], [0.8372, -0.2936, -4.5501], [1.0272, 0.0146, -2.2644], [1.6690, -2.7368, -1.6274], [1.5598, -2.0102, -0.5588], [2.0451, -4.0837, -1.4707], [3.0218, -7.8006, -1.4091], [1.8922, -6.6997, -0.5835], [3.6162, -6.2536, -0.7567], [2.0079, -5.0993, -4.7117], [1.3808, -2.7668, -5.0430], [0.6780, -1.0182, -5.3391], [1.6843, 0.3413, -4.8181], [-0.0364, 0.3534, -4.4709], [2.2332, -4.4304, -0.4673]], "forces_ev_per_angstrom": [[0.2, 0.3, 0.5], [0.0, 0.0, 0.1], [-0.1, 0.1, -0.1], [0.1, -0.1, 0.1], [0.0, 0.0, 0.0], [0.0, 0.0, -0.1], [0.0, 0.0, 0.1], [0.0, 0.0, 0.1], [0.0, -0.1, -0.1], [-0.1, 0.0, -0.1], [0.0, 0.1, 0.0], [0.0, 0.0, 0.0], [0.0, 0.0, 0.0], [0.0, 0.0, 0.0], [0.1, -0.2, 0.0], [0.0, 0.1, 0.1], [0.0, 0.0, 0.1], [0.0, 0.0, -0.1], [0.0, 0.0, 0.0], [0.0, 0.0, 0.0], [0.2, 0.0, 0.0], [0.0, 0.0, 0.1], [0.0, 0.0, 0.0], [-0.1, -0.1, -0.1], [0.0, 0.1, -0.1], [-0.1, 0.0, 0.0], [0.1, 0.0, 0.2], [0.0, 0.0, 0.0], [0.0, 0.0, 0.0], [0.0, 0.0, -0.1], [0.1, 0.2, 0.3], [-0.1, -0.1, -0.1], [0.0, 0.0, 0.0], [0.0, 0.0, 0.0], [0.0, 0.0, -0.1], [0.0, 0.0, 0.0], [0.0, 0.0, -0.1], [0.0, 0.0, 0.0], [0.0, 0.0, 0.0], [0.0, 0.0, 0.0], [0.0, 0.0, 0.0], [0.0, 0.0, 0.0], [0.0, 0.0, 0.0], [0.0, 0.0, 0.0], [0.0, 0.0, 0.0], [0.0, 0.0, 0.0], [0.0, 0.0, 0.0], [0.0, 0.0, 0.0], [0.0, 0.0, 0.0], [0.0, 0.0, 0.0], [0.0, 0.0, 0.0], [0.0, 0.0, 0.0], [0.0, 0.0, 0.0], [0.0, 0.0, 0.0], [0.0, 0.0, 0.0], [0.0, 0.0, 0.0], [0.0, 0.0, 0.0], [0.0, 0.0, 0.0], [0.0, 0.0, 0.0], [0.0, 0.0, 0.0], [0.0, 0.0, 0.0], [0.0, -0.1, 0.0], [0.0, 0.0, 0.0], [0.0, 0.0, 0.0], [0.0, 0.0, 0.0], [0.0, 0.0, 0.0], [0.0, 0.0, 0.0], [0.0, 0.1, 0.0], [0.0, 0.0, 0.0], [0.0, 0.0, 0.0], [0.0, -0.1, 0.0], [-0.1, 0.0, 0.0], [0.0, -0.1, 0.0], [0.0, 0.0, 0.0], [0.0, 0.0, 0.0], [0.0, 0.0, 0.0], [0.0, 0.0, 0.0], [0.0, 0.0, 0.0], [0.0, 0.0, -0.1], [0.0, 0.1, 0.0], [0.0, 0.0, 0.0], [0.0, 0.0, 0.0], [0.0, -0.1, 0.0], [0.0, 0.1, 0.0], [0.0, 0.0, 0.0], [0.0, -0.1, -0.2], [0.0, 0.1, 0.1], [0.0, 0.0, 0.0], [-0.1, 0.0, -0.3], [0.0, 0.1, 0.1], [0.1, -0.3, -0.1], [0.0, 0.1, -0.1], [0.0, 0.0, 0.0], [0.0, 0.0, 0.0], [0.0, 0.0, 0.0], [0.0, 0.0, 0.0], [0.0, 0.0, 0.0], [0.0, 0.0, 0.0], [0.0, 0.0, 0.0], [0.0, 0.0, 0.0], [0.0, 0.0, 0.0]], "charge": 1, "lumo_energy_ha": -0.083, "homo_ev": -10.14, "energy_ha": -4438.6732}


(2)
{"formula": "C33H49BrNP3Sn", "method": "the ωB97M-V functional and the def2-TZVPD basis", "symbols": ["C", "C", "C", "C", "N", "C", "C", "C", "C", "C", "C", "C", "C", "C", "Sn", "P", "H", "H", "H", "H", "H", "H", "H", "H", "C", "C", "H", "H", "H", "H", "H", "C", "C", "H", "H", "H", "H", "H", "C", "C", "H", "H", "H", "H", "H", "Br", "P", "C", "C", "H", "H", "H", "H", "H", "C", "C", "H", "H", "H", "H", "H", "C", "C", "H", "H", "H", "H", "H", "C", "P", "C", "C", "C", "C", "C", "C", "C", "H", "H", "H", "H", "H", "H", "H", "H", "H", "H", "H"], "xyz": [[-6.2913, -2.3187, 5.0494], [-6.1136, -2.2100, 3.6618], [-7.1892, -2.4971, 2.8072], [-8.4045, -2.8828, 3.3781], [-8.5544, -2.9799, 4.7001], [-7.5437, -2.7111, 5.5283], [-4.8479, -1.8113, 3.1206], [-3.7695, -1.4738, 2.6571], [-2.4989, -1.0780, 2.1160], [-1.7824, -0.0186, 2.6818], [-0.5382, 0.3738, 2.1519], [-0.0067, -0.2928, 1.0259], [-0.7238, -1.3584, 0.4883], [-1.9603, -1.7552, 1.0080], [1.9890, 0.1330, -0.1300], [0.8802, 2.4510, -0.5862], [-7.0840, -2.4237, 1.7413], [-5.4877, -2.1062, 5.7292], [-9.2649, -3.1144, 2.7389], [-7.7171, -2.8055, 6.6072], [-2.5263, -2.5748, 0.5862], [-2.2243, 0.4881, 3.5412], [-0.3368, -1.9350, -0.3737], [-0.0221, 1.1895, 2.6518], [2.0796, 3.1021, -1.8016], [1.6016, 4.2087, -2.7381], [2.4082, 2.2307, -2.3844], [2.9769, 3.4089, -1.2482], [2.4706, 4.6468, -3.2434], [0.9369, 3.8392, -3.5287], [1.0830, 5.0320, -2.2321], [-0.7432, 2.1776, -1.4075], [-1.9202, 2.9937, -0.8887], [-0.9459, 1.1007, -1.2698], [-0.6315, 2.3215, -2.4956], [-2.8275, 2.7120, -1.4390], [-2.1142, 2.7974, 0.1737], [-1.7844, 4.0742, -1.0279], [0.6899, 3.5609, 0.8471], [0.6880, 5.0427, 0.4962], [1.5127, 3.3272, 1.5451], [-0.2432, 3.2965, 1.3722], [0.5009, 5.6334, 1.4004], [1.6518, 5.3742, 0.0935], [-0.0957, 5.3067, -0.2244], [4.5560, 0.6032, -0.9080], [-0.8482, -1.7791, -4.8881], [-0.9502, 0.0383, -4.5635], [-0.7425, 0.8905, -5.8083], [-0.2121, 0.2950, -3.7914], [-1.9445, 0.2288, -4.1360], [-1.1303, 1.9048, -5.6495], [0.3195, 0.9796, -6.0630], [-1.2580, 0.4690, -6.6790], [0.7777, -2.1908, -4.1169], [1.4133, -3.4261, -4.7392], [0.6571, -2.3265, -3.0315], [1.4178, -1.3109, -4.2651], [2.4973, -3.4176, -4.5777], [1.0203, -4.3529, -4.3057], [1.2370, -3.4637, -5.8197], [-1.9624, -2.3952, -3.5492], [-3.3606, -2.7359, -4.0435], [-2.0041, -1.6407, -2.7521], [-1.4761, -3.2887, -3.1348], [-3.8496, -3.4187, -3.3380], [-3.9913, -1.8434, -4.1302], [-3.3370, -3.2243, -5.0245], [2.8995, 1.1984, 3.5180], [3.2122, -0.1062, 2.2051], [2.8520, -1.9644, 1.9238], [4.9616, -0.2885, 2.5555], [5.7842, 0.7745, 2.1770], [7.1507, 0.6735, 2.3795], [7.7093, -0.3986, 3.0736], [6.8597, -1.3918, 3.5495], [5.4868, -1.3466, 3.3222], [1.8311, 1.3788, 3.6968], [3.3445, 2.1585, 3.2002], [3.3714, 0.9285, 4.4767], [3.3147, -2.2600, 0.9667], [3.2845, -2.6335, 2.6748], [1.7776, -2.1432, 1.8789], [5.3559, 1.6454, 1.6809], [7.7946, 1.4711, 2.0206], [8.7947, -0.4433, 3.2669], [7.2691, -2.2023, 4.1404], [4.8406, -2.1202, 3.7286]], "forces_ev_per_angstrom": [[-0.9, -0.2, -0.9], [-0.2, -0.1, 0.1], [0.0, -0.1, 1.3], [-1.6, -0.5, -0.5], [3.6, 1.1, -1.5], [-0.8, -0.3, 1.5], [1.7, 0.5, -0.7], [-1.7, -0.5, 0.8], [0.3, -0.1, -0.4], [0.3, 0.0, -0.3], [0.4, 0.1, -0.3], [-0.3, -1.4, -0.5], [-0.4, -0.8, -0.6], [0.1, 0.6, 0.4], [0.9, 2.4, 2.6], [0.7, 0.2, -0.9], [-0.2, -0.1, -0.2], [0.0, 0.0, 0.3], [0.2, 0.1, 0.3], [0.0, 0.0, -0.3], [0.2, -0.1, -0.1], [0.4, 0.0, -0.2], [-0.2, 0.4, 0.6], [0.0, -0.1, -0.2], [-0.1, 0.2, -0.1], [-0.1, 0.5, -0.3], [-0.1, 0.1, 0.0], [-0.2, 0.0, 0.1], [-0.2, -0.1, 0.1], [0.1, 0.0, 0.2], [0.2, -0.3, 0.0], [0.0, -0.7, -0.3], [-0.4, 0.3, 0.2], [-0.1, 0.3, 0.0], [0.2, 0.1, 0.4], [0.2, 0.1, 0.1], [0.0, 0.1, -0.2], [0.0, -0.3, 0.0], [0.0, -0.3, 0.7], [0.1, 0.6, -0.2], [-0.2, 0.1, -0.2], [0.3, -0.1, -0.3], [0.0, -0.2, -0.1], [-0.2, -0.1, 0.1], [0.2, -0.1, 0.2], [-1.9, -0.9, -0.5], [0.6, 1.2, 4.0], [-0.7, 0.4, -1.0], [0.2, 0.5, -0.4], [0.0, -0.5, -0.1], [0.1, -0.2, -0.2], [0.1, -0.3, -0.1], [-0.2, -0.1, 0.0], [0.0, 0.2, 0.2], [0.7, 0.0, -1.0], [0.4, -0.6, -0.1], [-0.5, 0.1, -0.3], [-0.1, -0.2, -0.2], [-0.3, -0.1, 0.0], [0.0, 0.2, -0.1], [0.2, 0.0, 0.2], [-0.4, -1.1, -0.7], [-0.7, -0.1, 0.0], [0.3, 0.1, -0.3], [-0.1, 0.1, -0.2], [0.1, 0.2, -0.2], [0.1, -0.2, 0.0], [-0.1, 0.0, 0.3], [-1.3, -0.5, 0.6], [1.0, -0.6, -0.1], [-0.9, 0.3, 1.3], [0.5, 0.5, -0.2], [0.3, -0.4, -0.2], [0.4, 0.6, 0.1], [0.0, 0.0, -0.1], [0.0, -0.1, 0.4], [-0.1, 0.2, -0.7], [0.3, 0.0, 0.0], [0.1, -0.7, -0.4], [-0.1, -0.1, -0.5], [0.1, 0.6, 0.2], [-0.2, 0.3, -0.1], [0.0, -0.1, 0.0], [0.3, -0.2, 0.1], [-0.1, -0.1, 0.1], [-0.7, 0.0, -0.2], [-0.1, 0.0, 0.0], [0.3, 0.1, -0.1]], "charge": 4, "lumo_energy_ha": [-0.489, -0.486], "homo_ev": [-17.50, -17.50], "energy_ha": -5152.3226}